ORCA calculation (ωB97M-V with the def2-TZVPD basis set) on a single C5H7BrO molecule in a non-equilibrium geometry.

Computed properties:
- E_HOMO (eV) = -9.33
- relative energy (zero: lowest compared OMol25 entry of this formula, charge and spin) (eV) = 0.906
- LUMO (eV) = 0.84

Last column: Löwdin charge in e.
CARTESIAN COORDINATES (ANGSTROEM)
C1 0.0241 0.4903 -0.2825  -0.181
C2 0.3070 -0.8072 0.2533  -0.469
C3 -0.6158 1.4210 0.7485  -0.119
C4 -1.5177 1.0163 -0.3507  -0.743
C5 1.5917 -1.4274 -0.3014  -0.020
O1 -0.2423 -1.5036 1.1103  0.041
Br1 -2.9913 -0.0059 -0.1130  0.808
H1 0.4037 0.6725 -1.2882  0.142
H2 -0.8719 0.8812 1.6724  0.118
H3 -0.3220 2.4427 0.9162  0.103
H4 -1.5335 1.5844 -1.2536  0.072
H5 2.4249 -0.7455 0.0291  0.105
H6 1.6056 -1.6807 -1.3641  0.084
H7 1.7375 -2.3380 0.2235  0.060


ORCA calculation (ωB97M-V with the def2-TZVPD basis set) on a single CH3Cl2PS molecule in a non-equilibrium geometry.

Computed properties:
- E_HOMO (eV) = -7.99
- relative energy (zero: lowest compared OMol25 entry of this formula, charge and spin) (eV) = 3.219
- LUMO (eV) = -1.23

Last column: Löwdin charge in e.
CARTESIAN COORDINATES (ANGSTROEM)
C1 -1.1666 0.1332 0.0662  -0.415
P1 1.2313 -1.4014 0.5775  0.059
S1 0.5576 0.0813 -0.5667  0.157
Cl1 3.0765 -1.2452 0.0635  0.121
Cl2 0.8972 2.2207 -0.8046  -0.026
H1 -1.3140 0.1974 1.1155  0.031
H2 -1.4765 -0.8707 0.0319  -0.001
H3 -1.8054 0.8847 -0.4834  0.074


ORCA calculation (ωB97M-V with the def2-TZVPD basis set) on 16 unconnected molecules or ions with the total composition C3H38O17 in a non-equilibrium geometry.

Computed properties:
- E_HOMO (eV) = -10.14
- relative energy (zero: lowest compared OMol25 entry of this formula, charge and spin) (eV) = 3.919
- LUMO (eV) = 0.09

Last column: Löwdin charge in e.
CARTESIAN COORDINATES (ANGSTROEM)
C1 -1.1809 -1.7589 -1.7244  -0.236
O1 -0.1268 -0.7956 -1.6355  -0.127
C2 -2.2406 -1.3750 -0.6952  -0.172
C3 -3.1104 -2.5635 -0.5385  -0.304
O2 -3.4131 -2.9970 0.7624  -0.070
H1 -1.5554 -1.7307 -2.7838  0.152
H2 -0.7284 -2.6830 -1.3232  0.116
H3 0.1614 -0.9215 -0.7099  0.087
H4 -1.6990 -0.9127 0.1631  0.131
H5 -2.7158 -0.4443 -1.0598  0.106
H6 -4.0881 -2.4997 -1.0721  0.134
H7 -2.8192 -3.4853 -0.9988  0.108
H8 -2.5481 -3.2774 1.1272  0.066
H9 1.2598 2.5255 -0.3542  0.021
H10 2.1875 1.2898 -0.5442  0.005
O3 1.9894 2.1544 -0.9137  -0.118
H11 1.9533 3.0993 -2.7779  0.036
H12 1.1943 3.9886 -1.9633  0.048
O4 1.0634 3.5122 -2.8142  -0.092
H13 4.3778 -1.1423 -0.0872  -0.001
H14 3.8028 -2.4810 0.0338  0.014
O5 4.3798 -1.8834 0.5274  -0.045
H15 1.0225 -0.1289 -3.0910  0.020
H16 1.0919 1.3635 -2.9422  0.024
O6 1.6228 0.6046 -3.2655  -0.070
H17 1.8089 -1.3041 1.5048  -0.027
H18 1.6965 -2.7127 0.7847  0.012
O7 1.2898 -2.1349 1.4550  -0.084
H19 -0.8180 2.4408 0.5894  0.026
H20 -0.7098 3.8472 0.2800  0.076
O8 -0.1101 3.0978 0.5389  -0.074
H21 -4.4033 -0.1015 1.1773  0.065
H22 -4.4761 0.9778 2.0675  0.047
O9 -3.7701 0.5449 1.5715  -0.065
H23 2.3704 0.6434 2.4048  0.033
H24 3.4345 0.1555 1.1950  0.037
O10 2.6230 0.0662 1.6840  -0.030
H25 1.3583 2.4812 4.0830  0.066
H26 0.4169 1.3204 3.9422  0.033
O11 1.0375 1.8558 3.4147  -0.071
H27 -2.3739 2.2616 -3.1654  0.069
H28 -1.3901 1.2356 -2.2584  0.036
O12 -2.1894 1.7680 -2.3627  -0.037
H29 -3.4226 3.4365 0.3772  0.058
H30 -2.3617 2.7234 -0.7263  0.012
O13 -2.5577 3.1333 0.1246  -0.064
H31 -0.5797 -2.4573 2.9734  0.024
H32 -0.2301 -3.9343 2.6711  0.044
O14 -0.9495 -3.2889 2.6746  -0.060
H33 -0.9904 1.8705 2.8998  0.022
H34 -1.8722 0.6470 2.9001  0.043
O15 -1.3366 1.2068 3.5071  -0.070
H35 1.5186 -3.3857 -2.1832  0.084
H36 2.0914 -2.0548 -1.5508  0.020
O16 2.0202 -3.0060 -1.4125  -0.058
H37 3.1801 0.3628 -2.3444  0.036
H38 3.7037 1.2643 -1.3402  0.053
O17 3.5049 0.3173 -1.4184  -0.091


ORCA calculation (ωB97M-V with the def2-TZVPD basis set) on 3 unconnected molecules or ions with the total composition C5H7NO.

Computed properties:
- E_HOMO (eV) = -9.78
- relative energy (zero: lowest compared OMol25 entry of this formula, charge and spin) (eV) = 3.902
- LUMO (eV) = -0.27

Last column: Löwdin charge in e.
CARTESIAN COORDINATES (ANGSTROEM)
C1 -1.8882 0.5755 -0.1122  -0.042
C2 -0.4503 0.2128 0.0908  -0.289
C3 0.6279 1.1019 0.2013  -0.137
N1 1.8338 0.5029 0.2502  0.042
C4 1.4675 -0.8479 0.7064  -0.513
O1 2.1035 -1.5382 1.4391  0.155
C5 0.1351 -1.0619 0.0291  -0.041
H1 -2.0187 1.6619 -0.1163  0.079
H2 -2.5211 0.1626 0.6801  0.082
H3 -2.2600 0.1861 -1.0662  0.085
H4 0.5621 2.1822 0.0983  0.124
H5 1.7596 -0.2264 -1.0498  0.168
H6 -0.3884 -2.0123 0.0288  0.130
H7 1.0374 -0.8991 -1.1794  0.156


ORCA calculation (ωB97M-V with the def2-TZVPD basis set) on 2 unconnected molecules or ions with the total composition CH3NS2 in a non-equilibrium geometry.

Computed properties:
- E_HOMO (eV) = -9.60
- relative energy (zero: lowest compared OMol25 entry of this formula, charge and spin) (eV) = 0.601
- LUMO (eV) = 0.52

Last column: Löwdin charge in e.
CARTESIAN COORDINATES (ANGSTROEM)
C1 2.2440 0.1160 0.1154  -0.918
N1 1.1232 0.6165 0.0647  0.078
S1 -2.2036 -0.9456 -0.0380  0.425
S2 3.6553 -0.3749 -0.1980  0.752
H1 0.5880 0.9383 0.8871  0.085
H2 -3.4015 -0.3459 0.1863  -0.221
H3 -2.0054 -0.0044 -1.0175  -0.201


ORCA calculation (ωB97M-V with the def2-TZVPD basis set) on 2 unconnected molecules or ions with the total composition C2H3N3O2 in a non-equilibrium geometry.

Computed properties:
- E_HOMO (eV) = -9.88
- relative energy (zero: lowest compared OMol25 entry of this formula, charge and spin) (eV) = 4.929
- LUMO (eV) = -1.06

Last column: Löwdin charge in e.
CARTESIAN COORDINATES (ANGSTROEM)
C1 0.8302 -0.5769 0.2292  -0.478
C2 -0.8123 0.9625 0.3124  -0.436
H1 1.7205 -2.8705 -0.4851  0.299
H2 1.8328 -2.1901 1.3937  0.162
H3 0.4292 -1.2215 -1.7311  0.112
N1 1.5569 -1.7365 0.3582  0.011
N2 0.1458 0.1234 1.0536  0.161
N3 0.4663 -0.3552 -1.1965  0.058
O1 -1.7233 1.6854 0.5762  0.132
O2 -0.6858 0.5329 -1.0680  -0.022